[1]
{"formula": "C28H24N5O2PdS", "method": "the ωB97M-V functional and the def2-TZVPD basis", "gap_ev": 7.07, "mol_weight_da": 601.02, "fmax_ha_per_bohr": 0.016, "total_charge": 1, "total_energy_ha": -2031.562595, "e_lumo_ha": -0.13109, "elements": ["Pd", "C", "C", "C", "C", "C", "C", "C", "S", "O", "O", "N", "C", "C", "C", "C", "C", "C", "C", "C", "N", "C", "H", "H", "H", "H", "H", "H", "H", "H", "H", "H", "H", "H", "H", "N", "C", "N", "C", "C", "C", "C", "C", "C", "H", "H", "H", "H", "H", "H", "C", "C", "C", "N", "C", "C", "H", "H", "H", "H", "H"], "xyz": [[1.0091, 0.4948, 0.3191], [-0.9314, 1.1419, -4.4285], [-0.6172, 1.7028, -3.0713], [0.6874, 1.7554, -2.6045], [0.9900, 2.2848, -1.3452], [-0.0613, 2.7506, -0.5389], [-1.3677, 2.7317, -1.0075], [-1.6335, 2.2190, -2.2611], [0.2496, 3.3476, 1.1089], [1.0497, 4.5328, 1.0892], [-1.0052, 3.3816, 1.8115], [1.1494, 2.0522, 1.5283], [1.3518, 1.7240, 2.8677], [1.3555, 2.5998, 3.9282], [1.6541, 2.1328, 5.2226], [1.9451, 0.8205, 5.4692], [1.9380, -0.1075, 4.4040], [2.1852, -1.4880, 4.5552], [2.1191, -2.3126, 3.4664], [1.8136, -1.7706, 2.2100], [1.5756, -0.4899, 2.0327], [1.6336, 0.3570, 3.1095], [-0.2762, 0.3039, -4.6688], [-0.7919, 1.8999, -5.2010], [-1.9627, 0.7957, -4.4803], [1.4957, 1.4036, -3.2351], [2.0218, 2.4520, -1.0519], [-2.1622, 3.0936, -0.3689], [-2.6553, 2.1939, -2.6203], [1.1438, 3.6490, 3.7735], [1.6533, 2.8443, 6.0375], [2.1686, 0.4765, 6.4701], [2.4215, -1.8820, 5.5355], [2.2999, -3.3747, 3.5454], [1.7782, -2.4085, 1.3375], [-3.4765, -0.3285, 1.0176], [-2.2238, 0.1908, 1.0758], [-1.4971, -0.1042, 0.0310], [-2.3276, -0.8589, -0.7879], [-2.1069, -1.3741, -2.0661], [-3.1388, -2.0643, -2.6694], [-4.3771, -2.2357, -2.0302], [-4.6234, -1.7091, -0.7786], [-3.5788, -1.0145, -0.1772], [-4.1945, -0.2029, 1.7099], [-1.8965, 0.8072, 1.9017], [-1.1631, -1.2167, -2.5730], [-3.0005, -2.4753, -3.6607], [-5.1599, -2.7818, -2.5385], [-5.5854, -1.8248, -0.2980], [2.6338, -3.0387, -2.6202], [1.4898, -3.2686, -1.8728], [1.0075, -2.2556, -1.0648], [1.6050, -1.0638, -0.9735], [2.7088, -0.8417, -1.6985], [3.2527, -1.8007, -2.5311], [3.0393, -3.8103, -3.2605], [0.9671, -4.2134, -1.9122], [0.1061, -2.3808, -0.4781], [3.1672, 0.1324, -1.5907], [4.1475, -1.5743, -3.0927]]}



[2]
{"formula": "C4H8ClN2S", "method": "the ωB97M-V functional and the def2-TZVPD basis", "gap_ev": 8.81, "mol_weight_da": 151.64, "fmax_ha_per_bohr": 0.100, "total_charge": 1, "total_energy_ha": -1124.737507, "e_lumo_ha": -0.14516, "elements": ["C", "C", "C", "C", "N", "N", "S", "Cl", "H", "H", "H", "H", "H", "H", "H", "H"], "xyz": [[0.9570, 1.2681, -0.3946], [0.2395, -1.3008, 0.1240], [-1.0463, -1.4407, -0.2007], [2.3451, 1.1692, -0.1816], [-0.1703, 1.5496, -0.4754], [-2.2068, -0.9083, 0.5642], [-1.7308, 2.0550, -0.3918], [1.5904, -1.8977, -0.6852], [0.5579, -0.8595, 1.0825], [-1.1851, -2.0315, -1.0740], [2.4851, 1.1653, 1.0020], [2.8228, 2.0642, -0.5851], [2.6588, 0.2288, -0.6836], [-1.9883, -0.8170, 1.4968], [-3.1178, -0.9879, 0.2337], [-2.2113, 0.7428, 0.1688]]}



[3]
{"formula": "C25H37N11O5SSbSr", "method": "the ωB97M-V functional and the def2-TZVPD basis", "gap_ev": 7.52, "mol_weight_da": 813.09, "fmax_ha_per_bohr": 0.007, "total_charge": -1, "total_energy_ha": -2622.532862, "e_lumo_ha": 0.06007, "elements": ["Sr", "O", "N", "C", "C", "N", "C", "N", "C", "C", "C", "Sb", "C", "C", "C", "C", "C", "C", "H", "H", "H", "H", "H", "H", "H", "H", "H", "H", "H", "H", "H", "H", "H", "H", "H", "H", "H", "H", "H", "O", "S", "O", "O", "C", "N", "C", "C", "C", "N", "C", "C", "C", "N", "C", "C", "H", "H", "H", "H", "H", "H", "N", "N", "N", "C", "N", "N", "H", "H", "H", "C", "C", "C", "O", "H", "H", "H", "H", "H", "H", "H"], "xyz": [[-1.7083, -1.3859, -0.0237], [-0.8857, -0.8694, 2.2237], [-1.2703, -1.2238, 3.3842], [-1.5651, -2.5035, 3.5308], [-2.0038, -2.9911, 4.7971], [-2.3537, -3.4248, 5.8035], [-1.4561, -3.3993, 2.4221], [-1.3310, -4.0691, 1.4912], [4.4905, -0.5808, -1.5620], [2.9989, -0.7199, -1.8433], [2.6878, -1.9845, -2.6416], [1.7343, -0.5921, -0.0821], [2.9604, -1.6570, 1.3440], [3.1539, -3.1122, 0.9259], [2.3259, -1.5811, 2.7298], [2.1250, 1.4694, 0.4765], [3.3867, 1.7132, 1.2949], [2.1118, 2.3439, -0.7765], [5.0634, -0.6361, -2.4937], [4.8550, -1.3771, -0.9108], [4.7281, 0.3716, -1.0857], [2.6751, 0.1409, -2.4330], [2.9624, -2.8859, -2.0838], [3.2568, -2.0003, -3.5769], [1.6268, -2.0519, -2.8935], [3.9254, -1.1444, 1.3541], [2.1920, -3.6269, 0.8367], [3.7374, -3.6513, 1.6793], [3.6770, -3.2087, -0.0266], [1.3840, -2.1345, 2.7538], [2.1050, -0.5589, 3.0403], [2.9918, -2.0247, 3.4766], [1.2588, 1.7289, 1.0906], [4.2867, 1.4132, 0.7522], [3.3755, 1.1803, 2.2477], [3.4714, 2.7839, 1.4997], [2.9916, 2.1518, -1.3955], [2.1348, 3.3984, -0.4908], [1.2227, 2.1703, -1.3944], [2.2490, 7.4663, 1.3710], [2.7450, 6.6067, 0.3120], [3.0635, 5.2499, 0.7253], [3.7113, 7.2090, -0.5802], [1.2579, 6.3954, -0.7253], [0.9281, 7.3747, -1.5708], [-0.1572, 7.1814, -2.3045], [-0.9181, 6.0217, -2.2429], [-0.4995, 5.0801, -1.3191], [0.5633, 5.2779, -0.5469], [-1.1464, 3.7576, -1.1314], [-1.6526, 3.0194, -2.1942], [-2.0597, 1.7171, -1.9681], [-2.0126, 1.1354, -0.7690], [-1.5911, 1.8756, 0.2666], [-1.1432, 3.1739, 0.1292], [-0.4333, 7.9863, -2.9789], [-1.7906, 5.8789, -2.8658], [-1.6663, 3.4232, -3.1979], [-2.4074, 1.1003, -2.7892], [-1.5685, 1.3850, 1.2358], [-0.7368, 3.7165, 0.9715], [-2.9060, -5.6578, -0.7195], [-1.8890, -4.9012, -1.2706], [-0.6743, -5.3590, -1.4200], [-0.0512, -4.2906, -1.9076], [-0.8784, -3.2506, -2.0626], [-2.0623, -3.6688, -1.6444], [-2.5953, -5.8783, 0.2252], [-3.6967, -5.0221, -0.6310], [0.9970, -4.2702, -2.1462], [-5.3279, -3.5613, 0.9840], [-4.9785, -2.0941, 1.2489], [-6.0657, -1.1823, 0.6815], [-3.7452, -1.7826, 0.7231], [-6.2842, -3.8507, 1.4273], [-4.5465, -4.2015, 1.4017], [-5.3899, -3.7225, -0.0991], [-4.9769, -1.9582, 2.3467], [-6.1261, -1.3160, -0.4026], [-5.8138, -0.1400, 0.8811], [-7.0466, -1.3949, 1.1162]]}



[4]
{"formula": "C2HO4", "method": "the ωB97M-V functional and the def2-TZVPD basis", "smiles": "O=C([O-])C1OO1", "gap_ev": 8.64, "mol_weight_da": 89.03, "fmax_ha_per_bohr": 0.067, "total_charge": -1, "total_energy_ha": -377.705966, "e_lumo_ha": 0.15859, "elements": ["C", "C", "O", "O", "O", "O", "H"], "xyz": [[1.8290, 0.3581, -0.0440], [0.5576, 1.3117, -0.3440], [1.8630, -0.6171, -0.7747], [2.6236, 0.8003, 0.8220], [-0.7098, 0.7982, -0.2266], [-0.3195, 1.8958, 0.5415], [0.6365, 1.7342, -1.2661]]}